Record 1
The following is a DFT calculation (the ωB97M-V functional and the def2-TZVPD basis) of a cluster of 2 separate species, C8H14NSi in total.

ORCA input file:
```
! wB97M-V def2-TZVPD RIJCOSX def2/J DEFGRID3
* xyz 1 1
C -0.24644 -3.43993 0.09445
C -1.47135 -2.77415 -0.03901
C 0.90666 -2.85030 -0.36694
C -1.61579 -1.53777 -0.67500
C 0.76650 -1.59055 -0.96798
C -0.45371 -0.90651 -1.10470
C -0.32412 1.98046 1.75048
C 1.11813 2.52690 -0.08710
N 1.08445 2.17091 1.37160
Si -0.48506 0.75150 -1.90924
H -0.28573 -4.43672 0.54501
H -2.36267 -3.38834 0.17389
H 1.85973 -3.46932 -0.30975
H -2.59591 -0.93983 -0.82657
H 1.72082 -0.99719 -1.30455
H -0.91168 2.90696 2.15764
H -0.71068 1.35552 0.83766
H -0.37825 1.33940 2.62347
H 2.11692 2.42378 -0.51849
H 0.87952 3.56554 -0.15011
H 1.70387 1.48451 1.73642
H 1.34402 3.03300 1.75839
H -1.78926 1.62328 -1.66173
H 0.13001 1.16885 -3.12782
*
```

Max |F|   0.0713 Eh/bohr
HOMO level   -12.210 eV
Energy above the lowest of the compared OMol25 structures with the same formula, charge and spin   3.869 eV
HOMO-LUMO gap   8.158 eV


Record 2
The following is a DFT calculation (the ωB97M-V functional and the def2-TZVPD basis) of a structure of composition C8H14O.

ORCA input file:
```
! wB97M-V def2-TZVPD RIJCOSX def2/J DEFGRID3
* xyz 0 1
C 1.91689 1.06776 -0.64839
C 1.94518 -0.27392 0.26441
C 0.34338 -0.30263 0.37953
C -0.10746 -1.43638 1.16792
C -0.11930 -1.69468 -0.42969
C -0.68622 0.66934 0.81968
C -1.12908 1.67974 -0.20715
C -2.09117 0.56163 0.16440
H 2.92791 1.40140 -0.87295
H 1.22268 1.77726 -0.08416
H 1.09624 0.68802 -1.47357
H 2.87407 -0.29647 1.35374
H 2.08409 -1.33725 -0.76019
H 0.54574 -2.11576 1.49478
H -1.05655 -1.47078 1.66072
H 0.61234 -2.48053 -0.97361
H -1.27356 -0.82979 -1.95806
H -0.46192 1.08945 1.76261
H -0.77395 1.67406 -1.27274
H -1.05312 2.60433 0.30067
H -3.11122 0.54646 1.06200
H -2.40479 -0.16384 -0.71419
O -1.30016 -1.35743 -1.03573
*
```

Max |F|   0.1124 Eh/bohr
HOMO level   -8.452 eV
Energy above the lowest of the compared OMol25 structures with the same formula, charge and spin   10.401 eV
HOMO-LUMO gap   9.063 eV


Record 3
The following is a DFT calculation (the ωB97M-V functional and the def2-TZVPD basis) of an isolated molecule of C8H14O.

ORCA input file:
```
! wB97M-V def2-TZVPD RIJCOSX def2/J DEFGRID3
* xyz 0 1
C -0.79145 1.69047 2.22113
C 0.39085 0.32864 0.78652
C 1.64509 0.74283 1.57290
C 0.29476 -0.22801 -0.39552
C 1.28981 0.17562 -1.48129
C -0.76787 -1.13539 -0.87087
C -1.26487 -1.14575 -2.38353
C -1.25468 -2.06577 -0.03314
H -0.50703 2.52936 1.63239
H -1.81842 1.84799 2.60196
H -0.08815 1.67615 3.00296
H 2.57562 0.36486 1.10807
H 1.62964 0.36571 2.62030
H 1.78241 1.87490 1.49201
H 0.76894 0.73565 -2.34046
H 2.13845 0.80048 -1.15673
H 1.76286 -0.66423 -2.06751
H -2.39285 -1.25759 -2.53175
H -0.86546 -0.29957 -2.94882
H -0.85473 -1.99271 -2.89300
H -0.90589 -2.11011 0.98215
H -2.03039 -2.74896 -0.41968
O -0.73664 0.51543 1.50191
*
```

Max |F|   0.0682 Eh/bohr
HOMO level   -7.649 eV
SMILES   C=C(C)/C(C)=C(/C)OC
Energy above the lowest of the compared OMol25 structures with the same formula, charge and spin   2.210 eV
HOMO-LUMO gap   8.534 eV


Record 4
The following is a DFT calculation (the ωB97M-V functional and the def2-TZVPD basis) of a cluster of 2 separate species, C8H14O in total.

ORCA input file:
```
! wB97M-V def2-TZVPD RIJCOSX def2/J DEFGRID3
* xyz 0 1
C 1.36192 1.20932 -2.42871
C 0.08164 1.72286 -1.94119
C -0.26187 2.95787 -2.32598
C 0.19347 0.12165 -0.15765
C -0.44059 1.21313 -0.65574
C -0.15990 -1.46531 3.27126
C 0.40304 -0.62967 2.21795
C -0.40885 -0.42715 1.15968
H 1.46507 0.77627 -3.41473
H 1.72612 0.26629 -1.87748
H 2.13090 1.89505 -2.02471
H -0.85903 3.71496 -1.82650
H 0.34740 3.35271 -3.16303
H 0.96920 -0.68433 -0.58123
H -1.18426 1.74473 -0.21201
H -0.39260 -2.41085 2.88488
H 0.67372 -1.87962 3.96761
H -1.04236 -0.99200 3.68796
H 1.53699 -0.44043 2.32004
H -1.56439 -0.46405 1.23061
H -0.80908 -3.25429 1.22790
H -0.30495 -2.58108 0.06413
O -0.91324 -3.40744 0.35987
*
```

Max |F|   0.1286 Eh/bohr
HOMO level   -8.483 eV
SMILES   C=C(C)/C=C/C=C/C.O
Energy above the lowest of the compared OMol25 structures with the same formula, charge and spin   4.225 eV
HOMO-LUMO gap   8.878 eV


Record 5
The following is a DFT calculation (the ωB97M-V functional and the def2-TZVPD basis) of a structure of composition C8H14O2.

ORCA input file:
```
! wB97M-V def2-TZVPD RIJCOSX def2/J DEFGRID3
* xyz 0 1
C 2.09187 -0.77768 1.02567
C 0.70570 -0.20583 0.97585
C 0.56075 1.24485 0.70280
C 1.46456 1.97810 0.03910
O -0.60717 1.74180 1.20113
O -0.17044 -0.77288 1.75661
H -0.76763 2.62041 0.83912
H 2.62661 -0.65120 0.08504
H 2.66443 -0.26340 1.80130
H 2.04174 -1.83641 1.26844
H 2.36143 1.53859 -0.36410
H 1.30291 3.03212 -0.14547
C -2.29417 -1.06228 0.13963
C 0.19647 -1.25486 -1.10528
C -1.62178 -0.37013 -0.83185
C -1.67294 0.70088 -1.60205
H -2.35998 -2.14346 0.08039
H -1.15225 -0.83346 1.26161
H -0.41246 -1.76167 -1.85105
H 0.92634 -0.63101 -1.61296
H 0.60414 -2.04608 -0.48355
H -3.06487 -0.54187 0.69978
H -2.63240 1.05386 -1.96301
H -0.79086 1.24160 -1.91714
*
```

Max |F|   0.0357 Eh/bohr
HOMO level (alpha / beta)   -7.282 / -7.281 eV
Energy above the lowest of the compared OMol25 structures with the same formula, charge and spin   6.247 eV
HOMO-LUMO gap (alpha / beta)   6.872 / 6.870 eV


Record 6
The following is a DFT calculation (the ωB97M-V functional and the def2-TZVPD basis) of a cluster of 2 separate species, C8H14O2 in total.

ORCA input file:
```
! wB97M-V def2-TZVPD RIJCOSX def2/J DEFGRID3
* xyz 0 1
C -0.21784 -0.04591 1.20376
C 0.81800 -0.16395 -2.13875
C -1.14575 0.63384 0.42225
C 0.85393 0.73375 1.92334
C -0.69712 -1.29398 1.92207
C 1.05107 -1.09773 -3.29128
C -1.55370 2.05972 0.60927
C 0.71380 -0.82581 -0.70668
O 1.83494 -0.13380 -1.11683
O 0.63180 -1.99726 -0.39623
H 0.48548 0.83797 -2.39025
H -1.97558 0.02330 0.07884
H 1.53374 1.21107 1.22230
H 1.44962 0.11951 2.59785
H 0.46043 1.53324 2.55283
H -1.55476 -1.09963 2.56752
H -1.06736 -2.00556 1.18679
H 0.10144 -1.78656 2.47504
H 0.20364 -1.05869 -3.97743
H 1.92468 -0.83850 -3.89319
H 1.18294 -2.12165 -2.94046
H -1.96468 2.21079 1.61479
H -0.71727 2.75298 0.54644
H -2.35143 2.35284 -0.07197
*
```

Max |F|   0.0991 Eh/bohr
HOMO level (alpha / beta)   -8.476 / -8.476 eV
SMILES   C[C@@H]1OC1=O.CC=C(C)C
Energy above the lowest of the compared OMol25 structures with the same formula, charge and spin   4.188 eV
HOMO-LUMO gap (alpha / beta)   8.620 / 8.619 eV


Record 7
The following is a DFT calculation (the ωB97M-V functional and the def2-TZVPD basis) of a structure of composition C8H14O4S.

ORCA input file:
```
! wB97M-V def2-TZVPD RIJCOSX def2/J DEFGRID3
* xyz 0 1
C 1.09712 -0.31347 -0.42813
C -1.20540 1.74752 0.63462
C -2.16724 2.16623 -0.50837
C -1.62785 -0.31353 -0.26623
C -2.74253 -1.45653 -0.26167
C 4.09795 -0.91315 0.85135
C 0.00577 -1.20358 -0.69042
C 2.96591 0.02573 1.14493
O 1.44245 0.51447 -1.17688
O -3.26702 0.69026 -2.37653
O -1.47790 0.35510 0.92203
O 1.77666 -0.64027 0.72532
S -1.93227 0.82463 -1.75876
H -0.16515 2.00434 0.31611
H -1.60448 2.26182 1.54069
H -3.21038 1.96118 -0.22402
H -2.03919 3.13892 -0.97629
H -2.97740 -1.59495 0.78600
H -2.13279 -2.43908 -0.46165
H -3.52027 -1.29638 -1.05725
H 4.22312 -1.81981 1.50990
H 3.74706 -1.25940 -0.16163
H 5.03327 -0.26529 0.93558
H -0.26565 -1.46458 -1.73109
H -0.00402 -2.04365 -0.03204
H 2.97117 1.00436 0.55955
H 2.97905 0.32912 2.18489
*
```

Max |F|   0.0963 Eh/bohr
HOMO level   -9.238 eV
Energy above the lowest of the compared OMol25 structures with the same formula, charge and spin   4.676 eV
HOMO-LUMO gap   10.008 eV


Record 8
The following is a DFT calculation (the ωB97M-V functional and the def2-TZVPD basis) of a cluster of 2 separate species, C8H14O6S in total.

ORCA input file:
```
! wB97M-V def2-TZVPD RIJCOSX def2/J DEFGRID3
* xyz 0 1
C 2.55947 -2.62607 -3.00175
O 2.42856 -1.75100 -1.80492
C 0.98881 -1.53476 -1.59342
O 0.54554 -1.61673 -0.31997
C -0.12321 -1.15006 -2.73539
C -1.49426 -2.03886 -2.37991
O -2.69624 -1.46668 -2.23387
O -1.26101 -3.51642 -2.29449
H 2.37063 -1.90614 -3.93297
H 1.63748 -3.38032 -2.93648
H 3.58021 -3.19828 -3.05624
H 0.16360 -1.45213 -3.83130
H -0.30965 0.00685 -2.68034
H -0.94633 -3.85684 -3.20362
C -0.33401 1.35900 3.53267
C -1.55751 1.25511 2.62335
C -1.55990 2.48391 1.71554
S 0.14786 2.97779 1.53865
O 0.31952 4.27348 2.16143
O 0.58560 2.70411 0.18442
C 0.82541 1.73618 2.62260
H -0.14075 0.42151 4.06218
H -0.49510 2.14425 4.28092
H -1.48280 0.34633 2.01387
H -2.48555 1.18822 3.19969
H -1.97591 2.25583 0.73094
H -2.10787 3.31487 2.16821
H 1.68264 2.14011 3.16388
H 1.13477 0.88674 2.00632
*
```

Max |F|   0.1820 Eh/bohr
HOMO level   -10.249 eV
SMILES   COC(=O)CC(=O)O.O=S1(=O)CCCC1
HOMO-LUMO gap   10.190 eV


Record 9
The following is a DFT calculation (the ωB97M-V functional and the def2-TZVPD basis) of a structure of composition C8H14OS2.

ORCA input file:
```
! wB97M-V def2-TZVPD RIJCOSX def2/J DEFGRID3
* xyz 0 1
C 0.04796 1.15612 1.61588
C 1.10712 1.89131 1.70156
C -0.08281 -0.77613 -3.08930
C 1.19733 -1.10991 -2.25707
C -1.27849 -0.83469 -2.24248
C -0.12556 -0.28152 0.19553
C 1.33754 2.92670 2.77304
C -0.54314 -1.56121 0.74825
O -2.62588 0.36695 -0.24341
S 1.50361 -0.22298 -0.63662
S -1.30228 0.48702 -0.91240
H -0.98288 1.17256 2.01115
H 1.94728 1.75647 0.89805
H 0.10341 0.14968 -3.56263
H -0.04394 -1.51971 -3.86892
H 1.39790 -2.20417 -2.09859
H 2.17154 -0.86190 -2.77654
H -2.24914 -0.58178 -2.84190
H -1.44574 -1.67222 -1.72756
H 0.43210 3.00058 3.34839
H 1.98084 2.65272 3.65963
H 1.67540 3.93840 2.40923
H -1.52255 -1.55789 1.37799
H 0.13421 -2.07172 1.36596
H -0.80392 -2.21092 -0.04969
*
```

Max |F|   0.1082 Eh/bohr
HOMO level   -8.800 eV
Energy above the lowest of the compared OMol25 structures with the same formula, charge and spin   2.130 eV
HOMO-LUMO gap   9.412 eV


Record 10
The following is a DFT calculation (the ωB97M-V functional and the def2-TZVPD basis) of a cluster of 2 separate species, C8H15Br2ClN4O5P in total.

ORCA input file:
```
! wB97M-V def2-TZVPD RIJCOSX def2/J DEFGRID3
* xyz 1 1
O 4.49648 2.89793 -1.03145
O 4.34392 2.61146 -2.42236
C 3.08666 3.08564 -2.81172
N 1.98438 2.60688 -1.98693
C 1.71529 1.31188 -1.85288
N 2.40045 0.34031 -2.46462
C 1.84685 -0.77211 -2.06178
Cl 2.37557 -2.27464 -2.55916
N 0.83270 -0.57662 -1.19951
P -0.07986 -1.94336 -0.45553
O -0.34419 -1.29183 1.00750
O -1.48138 -1.73743 -1.20373
N 0.74095 0.80899 -1.08397
C -0.21326 1.50899 -0.24176
C -1.68954 1.13341 -0.54619
C -2.70203 2.16518 -0.22964
O -2.47269 0.89656 0.56255
H 4.66395 2.01482 -0.67438
H 3.08449 4.16990 -2.69862
H 2.94687 2.80362 -3.85016
H 1.43729 3.28401 -1.48789
H 0.41647 -0.78163 1.31487
H -2.03299 -2.51648 -1.01534
H -0.12125 2.57443 -0.41858
H -0.05614 1.29754 0.81451
H -1.86051 0.53509 -1.44033
H -2.49572 2.94587 0.48716
H -3.69527 2.00762 -0.62106
Br -3.10068 -3.94428 1.77452
C -2.55142 -3.08449 3.43282
C -1.57075 -3.92954 4.20081
Br -2.43647 -5.43048 5.07355
H -3.46004 -2.88755 3.99142
H -2.09543 -2.14305 3.13416
H -1.11868 -3.34476 4.99872
H -0.79398 -4.34188 3.56501
*
```

Max |F|   0.0569 Eh/bohr
HOMO level   -12.090 eV
HOMO-LUMO gap   8.748 eV


Record 11
The following is a DFT calculation (the ωB97M-V functional and the def2-TZVPD basis) of a structure of composition C8H15Br2FKNO3P.

ORCA input file:
```
! wB97M-V def2-TZVPD RIJCOSX def2/J DEFGRID3
* xyz 1 1
C 2.05078 -2.14660 1.36742
C 0.89495 -1.30608 0.74120
C 0.55036 -1.64617 -0.70898
Br 2.00265 -2.42015 -1.71141
C -0.02458 -0.42639 -1.46568
F -0.62748 -0.91726 -2.59296
C -1.10683 0.31315 -0.70304
C -2.30838 -0.54728 -0.30241
C -2.75501 -0.35452 1.14720
Br -3.79693 -0.14497 -1.47897
O 0.99064 0.44767 -1.95914
C 1.76178 1.14182 -1.05200
O 2.78865 0.66597 -0.60227
P 1.56837 2.96762 -0.62236
N 0.11468 3.42270 -1.35517
O 1.15360 2.74253 0.97729
H 2.01162 -3.18525 1.08215
H 2.02563 -2.03409 2.44372
H 3.00262 -1.76211 1.02224
H 0.01098 -1.46022 1.35148
H 1.13187 -0.25446 0.81918
H -0.20843 -2.41518 -0.73987
H -0.69506 0.79207 0.17240
H -1.43723 1.08838 -1.38465
H -2.11997 -1.59488 -0.48272
H -3.59330 0.32685 1.20672
H -1.95801 0.07019 1.75373
H -3.05844 -1.29138 1.59633
H -0.71645 3.26690 -0.79807
H 0.16212 4.42048 -1.52053
H 0.24051 2.45873 1.07051
K 1.94430 -0.21806 2.72868
*
```

Max |F|   0.1027 Eh/bohr
HOMO level   -12.639 eV
HOMO-LUMO gap   8.814 eV


Record 12
The following is a DFT calculation (the ωB97M-V functional and the def2-TZVPD basis) of the ion C8H15BrN with charge +1.

ORCA input file:
```
! wB97M-V def2-TZVPD RIJCOSX def2/J DEFGRID3
* xyz 1 1
C 1.36779 -2.19688 -1.03770
C 0.66416 -3.16818 -0.60435
C 1.54773 -0.91582 -0.14768
C 0.62604 0.32558 -0.50636
C -0.65179 0.42283 0.20388
C 1.92771 -1.98951 -2.38646
C -1.64663 -0.65112 0.13390
C -0.07018 1.46334 2.32980
N -0.92347 1.57078 1.09829
Br -0.30469 -4.06998 0.81302
H 1.46229 -1.20386 0.91909
H 2.50367 -0.67626 -0.42470
H 1.16546 1.30852 -0.36949
H 0.37746 0.25123 -1.55965
H 1.34041 -2.50055 -3.12284
H 2.96637 -2.33317 -2.41156
H 1.86305 -0.93148 -2.75454
H -1.41307 -1.53753 0.66241
H -1.63146 -1.01992 -0.83192
H -2.65014 -0.31641 0.48845
H -0.51216 1.02407 3.12001
H 0.83291 0.84183 2.05980
H 0.29761 2.45635 2.78086
H -0.61014 2.40260 0.63343
H -1.92717 1.59385 1.15135
*
```

Max |F|   0.0796 Eh/bohr
HOMO level (alpha / beta)   -11.109 / -12.200 eV
Energy above the lowest of the compared OMol25 structures with the same formula, charge and spin   4.527 eV
HOMO-LUMO gap (alpha / beta)   6.970 / 8.969 eV


- Which of these has the highest max |F|?
  C8H14O6S